The following is a DFT calculation (ωB97M-V/def2-TZVPD) of a molecular structure, C45H44Br2N17NaO2S.

Results
- LUMO energy: 3.524 eV
- M: 1069.8 g/mol
- Charge: -2
- Multiplicity: 1
- F_max: 0.30 eV Å⁻¹
- Relative energy (zero: lowest compared OMol25 entry of this formula, charge and spin): 7.3 kcal per mole

```
112
Properties=species:S:1:pos:R:3:forces:R:3
Na 0.174719 -1.140141 -1.419421 0.0441 0.0242 -0.0596
Br 0.701168 -6.028086 4.803988 -0.0013 -0.0019 0.0010
C 0.193393 -5.149839 3.183620 0.0108 0.0149 0.0181
C 0.863341 -3.999480 2.778946 0.0156 -0.0185 -0.0349
C 0.477779 -3.346318 1.630791 0.0220 -0.0264 -0.0393
C -0.567189 -3.818688 0.776880 -0.0715 0.1129 0.0504
C -1.234726 -4.987225 1.253703 -0.0346 -0.0144 0.0299
C -0.858361 -5.627404 2.422954 -0.0094 0.0009 -0.0121
N -0.800766 -3.127991 -0.347205 0.1110 -0.2650 -0.0758
C -1.919593 -3.481923 -1.133496 -0.0006 0.0567 -0.1042
C -1.596593 -3.475753 -2.625094 -0.0209 0.1056 -0.0382
C -1.837885 -4.592670 -3.414972 0.0507 -0.0461 0.0465
C -1.512947 -4.541160 -4.761303 0.0100 0.0217 0.0006
C -0.973220 -3.374874 -5.277314 -0.0102 -0.0157 0.0165
C -0.778587 -2.306593 -4.414157 0.0182 -0.0316 -0.0017
N -1.087010 -2.353978 -3.125429 -0.0912 -0.0199 0.0002
H 1.687876 -3.612994 3.367253 -0.0014 -0.0013 -0.0018
H 0.973861 -2.430373 1.337874 -0.0169 -0.0104 0.0110
H -2.069207 -5.410318 0.711077 -0.0083 0.0179 -0.0062
H -1.397875 -6.510875 2.742879 -0.0002 -0.0011 0.0052
H -2.407912 -4.435463 -0.915677 -0.0524 0.0364 0.0782
H -2.262301 -5.485421 -2.972851 0.0033 -0.0056 -0.0045
H -1.675289 -5.403539 -5.397082 0.0012 -0.0010 -0.0005
H -0.686737 -3.291745 -6.316903 -0.0048 -0.0081 -0.0022
H -0.335541 -1.379576 -4.762889 0.0015 0.0004 0.0013
C 3.066231 -2.360700 -0.207058 0.0310 0.0151 -0.0202
O 2.277030 -1.175565 -0.144504 0.1079 -0.0093 0.0706
C 2.795716 -0.119224 0.515589 -0.0645 -0.0133 0.0038
C 4.076982 -0.087517 1.024607 -0.0049 0.0165 -0.0123
C 4.479613 1.039933 1.734188 -0.0064 -0.0304 -0.0200
Br 6.255992 1.095108 2.423289 0.0010 -0.0029 0.0076
C 3.640206 2.092537 1.947841 -0.0133 0.0118 0.0274
C 2.330365 2.078869 1.425483 -0.0107 0.0113 -0.0472
C 1.907991 0.978194 0.683461 0.0642 0.0022 -0.0036
O 0.727666 0.799152 0.062891 -0.1335 0.1333 -0.0086
C 1.535305 3.277989 1.773917 0.0278 0.0660 0.0929
N 1.870934 4.012610 2.817154 0.0478 0.0325 -0.0487
C 0.975356 5.056867 2.825607 -0.0396 -0.0535 0.0305
C 0.846546 6.119878 3.723022 -0.0037 -0.0033 0.0058
C -0.187116 7.012488 3.520566 0.0164 -0.0010 -0.0053
C -1.085668 6.858753 2.449656 -0.0096 -0.0129 -0.0174
C -0.976201 5.813641 1.552035 0.0070 -0.0399 -0.0042
C 0.074734 4.921986 1.760627 -0.0109 -0.0023 0.0101
N 0.467310 3.782065 1.093214 0.0818 -0.0746 -0.0468
H 3.934560 -2.207806 -0.852217 -0.0065 -0.0019 -0.0068
H 2.428877 -3.115205 -0.650451 -0.0071 -0.0018 -0.0002
H 3.376239 -2.660717 0.798100 0.0082 0.0051 -0.0008
H 4.753844 -0.913781 0.877309 -0.0023 -0.0008 -0.0019
H 3.945817 2.954381 2.519816 0.0022 -0.0020 -0.0019
H -0.003323 1.395663 0.299681 0.0059 -0.1329 0.1174
H 1.537067 6.222923 4.551058 -0.0042 0.0033 -0.0011
H -0.317404 7.844417 4.202842 0.0005 0.0007 -0.0018
H -1.894731 7.569795 2.334228 0.0026 0.0006 -0.0015
H -1.684341 5.647129 0.751497 -0.0159 0.0145 0.0039
H -0.063514 3.376326 0.300744 -0.0726 0.0660 0.0025
C 1.578736 1.752905 -3.188148 0.0005 0.0095 -0.0264
N 1.620245 0.309877 -3.013574 -0.0817 -0.0245 -0.0436
C 2.489469 -0.323243 -3.706756 0.0010 -0.0130 0.0395
C 2.627294 -1.752822 -3.738489 -0.0106 0.0359 0.0141
C 3.469346 -2.498012 -4.582515 0.0057 0.0058 0.0055
C 3.191525 -3.840142 -4.301858 0.0085 0.0032 0.0028
C 2.201780 -3.816474 -3.302313 0.0341 0.0037 0.0042
N 1.860896 -2.567902 -2.959086 -0.0185 -0.0203 -0.0102
C 0.511754 2.138876 -4.188062 -0.0045 0.0139 -0.0056
C 0.837962 2.812601 -5.358612 0.0083 -0.0073 -0.0029
C -0.140894 3.138115 -6.291234 0.0011 -0.0059 -0.0086
C -1.461469 2.787445 -6.058189 0.0051 0.0041 0.0090
C -1.795403 2.113695 -4.888167 -0.0077 -0.0229 -0.0161
C -0.818496 1.790107 -3.960699 -0.0105 0.0015 0.0085
H 2.546412 2.147787 -3.532066 0.0007 0.0053 0.0131
H 1.351241 2.214556 -2.222889 -0.0113 -0.0020 0.0032
H 3.189458 0.233229 -4.350960 0.0008 -0.0036 0.0001
H 4.172691 -2.101386 -5.302540 -0.0022 0.0004 -0.0011
H 3.638891 -4.714236 -4.754125 -0.0026 -0.0027 0.0015
H 1.733176 -4.666431 -2.818209 -0.0031 -0.0020 -0.0071
H 1.872378 3.081270 -5.545342 -0.0003 0.0020 -0.0014
H 0.131865 3.662990 -7.199677 -0.0004 0.0000 -0.0009
H -2.228589 3.039365 -6.780934 -0.0013 0.0010 0.0003
H -2.825243 1.843275 -4.688231 -0.0003 0.0009 -0.0008
H -1.093216 1.283783 -3.043190 0.0206 0.0047 -0.0061
N -4.240757 0.683415 -0.946926 0.0464 -0.0340 0.1467
C -3.299924 1.689098 -0.713422 -0.0067 -0.0093 0.0036
N -3.682329 2.888593 -0.276941 -0.0730 -0.0497 -0.0157
N -2.548902 3.576699 -0.192948 0.0912 0.0556 -0.0853
N -1.555182 2.825802 -0.576600 0.0341 0.0067 0.1488
N -1.995181 1.602955 -0.913534 -0.0066 -0.0339 -0.0773
C -3.940483 -0.660349 -0.878047 0.0195 0.0537 -0.0845
N -4.900712 -1.600011 -0.741056 -0.0362 0.0036 -0.0065
N -4.267479 -2.751355 -0.787410 0.0002 -0.0200 0.0142
N -3.005659 -2.473809 -0.931933 0.0894 0.0107 -0.0217
N -2.734393 -1.181156 -1.001187 -0.0453 0.0724 -0.0027
H -5.149751 0.914078 -0.578649 -0.0084 -0.0260 -0.0235
C -2.327483 2.939079 4.512582 -0.0101 -0.0040 -0.0074
C -0.965892 2.468630 4.030599 0.0184 -0.0348 -0.0081
N -0.687343 1.073494 4.366602 0.0130 0.0632 -0.0539
C -1.040134 0.040046 3.562504 -0.0053 -0.0032 0.0466
S -1.960970 0.233312 2.181367 0.0050 -0.0013 -0.0536
N -0.602748 -1.185572 3.935348 -0.0210 0.0335 -0.0210
C 0.116866 -1.514645 5.145273 0.0159 0.0094 0.0011
C -0.766992 -1.521487 6.388939 0.0020 0.0051 0.0043
H -2.473569 3.983986 4.227970 0.0020 -0.0264 0.0140
H -2.414646 2.852812 5.598508 -0.0009 0.0057 0.0036
H -3.108850 2.342280 4.042524 -0.0093 0.0101 0.0104
H -0.167598 3.067666 4.469822 0.0000 -0.0003 -0.0087
H -0.916127 2.579529 2.946409 0.0171 -0.0149 0.0529
H 0.053529 0.912354 5.027590 -0.0158 0.0020 0.0192
H -0.782728 -1.919726 3.263543 0.0078 0.0273 0.0305
H 0.972342 -0.840936 5.283536 -0.0038 -0.0066 -0.0083
H 0.540628 -2.506537 4.994926 -0.0053 -0.0023 0.0011
H -1.229487 -0.546921 6.548741 -0.0082 -0.0015 0.0079
H -0.180442 -1.779775 7.273157 -0.0001 0.0042 0.0023
H -1.561891 -2.258538 6.274215 -0.0008 -0.0031 -0.0009
```
Positions in Å, forces in eV/Å.


The following is a DFT calculation (ωB97M-V/def2-TZVPD) of a molecular structure, C45H44DyN4O3PS in a non-equilibrium geometry.

Results
- LUMO energy (alpha / beta): -7.395 / -7.373 eV
- ⟨S²⟩: 9.17
- M: 914.4 g/mol
- Charge: +2
- Multiplicity: 6
- F_max: 5.28 eV Å⁻¹

```
99
Properties=species:S:1:pos:R:3:forces:R:3
Dy 12.578026 13.524273 9.106251 2.2136 -1.0908 0.7185
N 15.251839 13.225161 10.035729 -0.9016 0.7963 0.6989
C 16.165290 12.433905 9.272350 1.5591 -0.1702 -1.2893
C 17.440462 12.996202 8.934061 -1.2718 0.3675 0.1140
C 18.287087 12.337676 8.072393 -0.1958 -0.7383 0.3172
C 17.927026 11.051938 7.655033 0.8695 -0.3928 -0.5708
C 16.743551 10.437623 8.023884 -0.1965 0.1372 -0.9350
C 15.802563 11.159802 8.764607 1.1005 0.5381 0.6802
P 14.246186 10.509206 9.317777 -1.9725 0.6282 1.1277
C 14.668029 9.761333 10.939326 0.9330 -0.5082 -0.2208
C 15.559252 8.645553 10.849382 -0.4685 0.5474 0.1139
C 16.141922 8.152150 11.997302 -0.4830 -0.1590 0.7365
C 15.904851 8.748688 13.257399 0.0283 0.0612 -2.1066
C 14.983058 9.764768 13.307366 -0.0533 0.4722 1.3769
C 14.335468 10.277975 12.200344 -0.0649 -0.3444 -1.3871
C 13.835131 9.034727 8.376728 -0.3914 0.5891 -0.7058
C 13.196887 7.946118 8.983355 0.5263 -0.2448 -1.6129
C 12.998966 6.812244 8.197317 -0.0571 -0.3412 0.2292
C 13.438341 6.730145 6.868427 -0.2287 0.3405 0.8018
C 13.972447 7.856791 6.266658 -0.6741 0.6397 0.3359
C 14.061851 9.046754 6.992356 0.0653 -1.4007 0.3900
H 15.104495 12.855681 10.982779 0.1937 -0.1160 -0.3358
H 15.647487 14.162837 10.161929 -0.0397 -0.4251 -0.0927
H 17.745167 14.006438 9.251644 -0.4652 -0.4873 0.1512
H 19.239670 12.789133 7.796109 -0.2829 -0.2052 -0.0381
H 18.617490 10.502087 7.010987 -0.2070 0.1565 0.1830
H 16.476844 9.457644 7.566582 0.3380 0.8032 0.7277
H 15.759343 8.142691 9.882136 -0.1256 0.5277 0.7324
H 16.670757 7.218947 11.951596 0.6055 -0.0606 -0.0741
H 16.484983 8.476889 14.105653 0.0506 -0.4259 0.6333
H 14.772729 10.187835 14.281226 -0.1379 0.1000 0.0203
H 13.536524 11.013540 12.307070 0.2973 -0.0037 -0.0319
H 12.877721 7.958728 9.999878 -0.0052 0.0511 0.5991
H 12.525302 5.952071 8.671554 0.0846 0.1368 -0.2595
H 13.297542 5.815008 6.326650 0.0611 -0.2534 -0.1941
H 14.221334 7.891757 5.223884 0.1057 -0.2401 -0.3416
H 14.344222 9.923022 6.453835 0.4260 0.6214 -0.0020
C 14.814857 14.790338 5.658970 0.0729 -1.0393 0.1290
C 15.403345 15.628414 6.763827 0.3224 0.9807 -1.2794
C 16.640814 16.230968 6.444746 0.0548 -0.6999 -0.5659
C 17.388709 16.847913 7.417450 -0.1815 0.7568 0.5727
C 16.842183 17.041593 8.697356 -0.2014 -0.8415 0.2920
C 15.592309 16.499629 9.017378 -0.3487 0.5816 -0.6437
C 15.082697 16.656601 10.429301 0.4715 -0.2514 0.4556
C 14.811497 15.894963 7.986337 1.5610 -0.0594 0.0950
N 13.467909 15.500172 8.242288 -2.2309 1.4243 0.4455
C 12.508158 16.402993 8.088406 3.8231 -0.6447 0.5036
C 12.807897 17.689501 7.424246 -1.1512 0.9747 -1.3212
C 11.228883 16.267141 8.756046 -4.4941 -2.4261 1.3282
C 10.383526 17.488802 8.993234 0.2869 0.6602 -0.3727
N 10.713997 15.074052 9.135402 3.9653 1.6878 -2.1049
C 9.349982 14.932883 9.338901 -3.5933 -0.0702 0.7932
C 8.824422 14.968227 10.663532 1.7381 0.9898 -0.0396
C 9.813616 14.841690 11.823922 -1.2411 0.1564 -0.2401
C 7.512196 15.329907 10.893178 -0.3280 -0.6345 -0.6018
C 6.609162 15.393200 9.812948 0.4998 -0.3661 0.4529
C 7.060939 15.111975 8.522006 -0.3239 -0.2537 0.6436
C 8.410831 14.843860 8.261486 0.8683 0.5960 1.0393
C 8.840673 14.570474 6.865942 -0.0647 1.5546 -1.2915
H 14.226617 13.957203 6.091996 -0.1824 0.4659 -0.2770
H 15.712406 14.244430 5.256314 -1.1189 0.7037 -0.3620
H 14.201816 15.339627 4.890896 0.8036 -0.6072 0.6623
H 17.017731 16.169696 5.381810 -0.3647 -0.1723 1.4384
H 18.377466 17.204519 7.178340 0.0688 0.2604 0.0224
H 17.350651 17.560411 9.529460 0.0589 -0.3430 -0.7732
H 15.751762 16.062643 11.141741 -0.9594 0.8700 -0.7482
H 14.050270 16.260364 10.480983 0.4582 0.4442 0.4424
H 15.140689 17.733853 10.721698 -0.2990 -0.9487 0.0276
H 13.367411 17.527696 6.492561 0.2468 -0.0277 0.5226
H 13.334954 18.412659 8.066790 -0.0598 -0.3571 -0.1445
H 11.860154 18.166192 7.075723 0.7189 -0.2207 0.4662
H 11.030831 18.327188 9.299638 -0.1326 -0.2800 0.0121
H 9.650316 17.289325 9.791720 0.1904 0.1091 -0.5924
H 9.901050 17.862673 8.057298 0.0453 -0.4848 0.6991
H 9.267603 15.043524 12.767423 0.6485 -0.2271 -0.4310
H 10.644857 15.522365 11.708181 0.2350 0.4334 0.1766
H 10.205985 13.829550 11.814285 0.0047 -0.2140 0.3009
H 7.224568 15.500057 11.931134 -0.2472 -0.1029 -0.3691
H 5.556234 15.547753 10.036984 0.1968 0.2386 -0.3015
H 6.332840 15.091782 7.702771 0.3978 -0.0494 0.2534
H 8.425696 13.644715 6.461726 0.4236 -0.2326 0.2650
H 9.949632 14.667922 6.730709 -1.0547 -0.3815 -0.1246
H 8.321352 15.349852 6.233113 0.8674 -0.6434 0.3439
O 11.838319 12.470712 7.405782 -1.7041 -0.7818 1.4045
C 10.965106 11.862531 8.201944 1.2989 0.5225 1.1947
N 11.101399 11.932177 9.575934 -0.6878 0.3732 -1.8060
S 9.894064 11.090823 10.389395 0.9358 -1.6962 0.5608
O 10.597810 10.092796 11.200687 -1.3864 1.7650 -1.1527
O 8.930731 12.005239 10.928686 0.5305 -0.3220 0.2666
C 9.219437 10.429818 8.901034 0.3237 -0.1944 -0.5140
C 8.236628 9.457718 8.768086 0.4520 1.0451 -0.0548
C 7.861827 9.095077 7.484829 -0.3604 -0.7492 -0.6843
C 8.503393 9.623331 6.365521 0.2328 0.6615 1.8026
C 9.438544 10.657816 6.549763 0.2947 -0.5465 -1.4761
C 9.873402 11.049479 7.793827 -2.3436 -2.0381 0.7236
H 7.746429 8.994059 9.596446 -0.0460 -0.0325 0.5681
H 7.061515 8.338086 7.347807 0.7517 0.5239 0.1237
H 8.300198 9.158206 5.436498 -0.1737 0.2351 -1.0092
H 9.892615 11.103905 5.680811 0.1951 0.0192 -0.2362
```
Positions in Å, forces in eV/Å.